Formula: C42H47N2O6P2PrS2
Source: the Open Molecules 2025 dataset
Level of theory: the ωB97M-V functional and the def2-TZVPD basis

Properties
- LUMO level (alpha / beta): 0.29 / 0.28 eV
- ⟨S²⟩: 2.002
- Gap between HOMO and LUMO (alpha / beta): 7.83 / 7.85 eV
- ΔE to the lowest compared entry with this formula, charge and spin: 0.000 eV
- E_HOMO (alpha / beta): -7.546 / -7.575 eV

```
! wB97M-V def2-TZVPD RIJCOSX def2/J DEFGRID3
* xyz 0 3
Pr 0.55 -0.93 -0.16
C 4.22 -1.86 -2.84
C 2.80 -1.78 -2.35
N 2.43 -0.83 -1.58
N 3.42 0.11 -1.23
C 3.67 0.18 0.04
S 3.02 -0.80 1.30
S 4.85 1.39 0.57
C 5.66 1.92 -0.97
C 5.12 3.20 -1.56
C 5.85 4.37 -1.44
C 5.38 5.57 -1.97
C 4.15 5.60 -2.62
C 3.41 4.43 -2.73
C 3.89 3.24 -2.21
C 1.87 -2.90 -2.67
C 1.91 -3.45 -3.96
C 1.24 -4.61 -4.30
C 0.57 -5.30 -3.29
C 0.52 -4.78 -2.01
C 1.09 -3.54 -1.67
O 0.93 -3.05 -0.45
H 4.49 -0.95 -3.37
H 4.38 -2.73 -3.47
H 4.88 -1.93 -1.97
H 5.56 1.08 -1.66
H 6.71 2.04 -0.70
H 6.81 4.35 -0.93
H 5.97 6.48 -1.87
H 3.78 6.53 -3.03
H 2.45 4.45 -3.24
H 3.31 2.32 -2.28
H 2.49 -2.93 -4.72
H 1.27 -4.99 -5.31
H 0.09 -6.24 -3.50
H 0.01 -5.32 -1.22
O 0.70 1.20 0.94
P 0.12 1.04 2.33
C 1.01 2.10 3.47
C 2.26 2.57 3.06
C 2.96 3.44 3.89
C 2.42 3.82 5.11
C 1.18 3.35 5.52
C 0.46 2.49 4.69
C 0.27 -0.68 2.94
C -0.46 -1.75 2.39
C -0.21 -3.05 2.81
C 0.74 -3.29 3.78
C 1.44 -2.24 4.35
C 1.21 -0.94 3.93
C -1.59 1.54 2.54
C -2.52 0.79 3.25
C -3.81 1.29 3.43
C -4.17 2.52 2.91
C -3.23 3.27 2.20
C -1.95 2.79 2.02
H 2.67 2.26 2.11
H 3.93 3.80 3.58
H 2.97 4.51 5.75
H 0.76 3.65 6.47
H -0.51 2.13 5.00
H -1.27 -1.58 1.69
H -0.78 -3.86 2.38
H 0.94 -4.31 4.10
H 2.19 -2.43 5.11
H 1.79 -0.13 4.35
H -2.25 -0.16 3.68
H -4.54 0.70 3.98
H -5.17 2.90 3.05
H -3.51 4.24 1.79
H -1.22 3.37 1.47
C -5.05 0.94 -2.92
C -4.09 0.96 -1.76
C -4.82 0.74 -0.44
C -3.27 2.24 -1.74
O -3.19 -0.19 -2.03
P -2.00 -0.72 -1.16
O -1.63 0.10 0.04
O -0.79 -0.97 -2.03
O -2.52 -2.07 -0.48
C -3.16 -3.23 -1.12
C -4.66 -3.01 -1.03
C -2.73 -4.40 -0.26
C -2.73 -3.41 -2.58
H -5.74 1.79 -2.84
H -5.63 0.02 -2.93
H -4.50 1.02 -3.86
H -5.43 1.61 -0.21
H -4.11 0.60 0.39
H -5.46 -0.14 -0.49
H -3.95 3.10 -1.66
H -2.70 2.33 -2.67
H -2.58 2.26 -0.90
H -4.96 -2.85 0.01
H -5.18 -3.89 -1.43
H -4.95 -2.14 -1.63
H -3.17 -4.31 0.74
H -1.65 -4.42 -0.17
H -3.07 -5.35 -0.70
H -3.09 -2.57 -3.19
H -3.17 -4.33 -2.97
H -1.65 -3.46 -2.67
*
```

Formula: C42H47N9ORbS3Si
Source: the Open Molecules 2025 dataset
Level of theory: the ωB97M-V functional and the def2-TZVPD basis

Properties
- LUMO level: 1.95 eV
- Gap between HOMO and LUMO: 5.56 eV
- ΔE to the lowest compared entry with this formula, charge and spin: 1.497 eV
- E_HOMO: -3.614 eV

```
! wB97M-V def2-TZVPD RIJCOSX def2/J DEFGRID3
* xyz -1 1
Rb 0.15 0.04 0.32
C -2.85 5.95 -4.40
C -2.72 4.74 -3.51
C -3.81 4.24 -2.80
C -3.68 3.16 -1.97
C -2.44 2.49 -1.78
N -2.30 1.52 -0.88
C -3.30 0.69 -0.56
C -4.07 0.04 -1.56
C -4.99 -0.94 -1.28
C -5.25 -1.32 0.03
C -6.23 -2.41 0.35
C -4.57 -0.66 1.04
C -3.63 0.33 0.78
N -3.07 1.00 1.89
C -3.76 1.36 2.99
C -2.87 1.98 3.84
C -1.65 1.94 3.15
N -1.80 1.35 1.98
C -1.35 2.98 -2.55
C -1.51 4.09 -3.37
N -0.12 2.29 -2.60
C 0.40 1.77 -3.72
C 1.61 1.19 -3.38
C 1.73 1.43 -2.01
N 0.68 2.10 -1.56
H -3.89 6.21 -4.54
H -2.41 5.75 -5.38
H -2.33 6.80 -3.97
H -4.78 4.72 -2.92
H -4.53 2.78 -1.42
H -3.85 0.32 -2.59
H -5.52 -1.42 -2.10
H -6.89 -2.59 -0.50
H -6.85 -2.15 1.20
H -5.71 -3.34 0.59
H -4.76 -0.92 2.07
H -4.81 1.19 3.09
H -3.07 2.40 4.80
H -0.69 2.32 3.45
H -0.65 4.43 -3.94
H -0.10 1.84 -4.66
H 2.29 0.68 -4.03
H 2.55 1.19 -1.36
N 3.91 1.74 3.74
C 3.49 3.02 3.53
C 3.97 4.25 3.95
C 3.29 5.37 3.50
C 2.18 5.26 2.65
C 1.70 4.04 2.23
C 2.36 2.90 2.68
N 2.13 1.58 2.41
C 3.07 0.91 3.03
C 3.27 -0.51 2.94
C 4.24 -1.22 3.61
S 4.18 -2.89 3.17
C 2.90 -2.48 2.02
N 2.49 -1.26 2.12
H 4.72 1.45 4.27
H 4.84 4.34 4.58
H 3.63 6.35 3.80
H 1.70 6.17 2.32
H 0.86 3.94 1.56
H 4.97 -0.87 4.31
H 2.32 -3.26 1.57
C 3.89 -2.38 -5.33
Si 4.28 -2.45 -3.45
C 5.04 -0.77 -2.95
C 5.56 -3.84 -3.18
C 2.65 -2.82 -2.56
C 1.46 -3.00 -3.24
C 0.30 -3.34 -2.55
C 0.40 -3.50 -1.18
N 1.51 -3.31 -0.49
C 2.62 -2.94 -1.15
S 4.02 -2.66 -0.22
H 4.75 -2.02 -5.89
H 3.07 -1.71 -5.55
H 3.63 -3.36 -5.72
H 5.93 -0.55 -3.53
H 5.31 -0.78 -1.90
H 4.34 0.05 -3.10
H 6.47 -3.67 -3.75
H 5.17 -4.81 -3.48
H 5.83 -3.91 -2.13
H 1.42 -2.90 -4.32
H -0.64 -3.52 -3.06
H -0.46 -3.81 -0.59
C -0.44 -2.45 4.88
C -1.25 -1.87 3.74
S -0.67 -2.54 2.11
O -1.40 -1.78 1.10
C -1.59 -4.17 2.18
C -3.07 -3.95 1.95
H -0.66 -1.94 5.82
H 0.62 -2.34 4.68
H -0.67 -3.51 5.02
H -1.07 -0.79 3.64
H -2.31 -2.04 3.85
H -1.36 -4.64 3.13
H -1.15 -4.76 1.38
H -3.56 -3.59 2.85
H -3.57 -4.86 1.62
H -3.18 -3.19 1.17
*
```

Formula: C42H48AsF6N9P2PbSe2
Source: the Open Molecules 2025 dataset
Level of theory: the ωB97M-V functional and the def2-TZVPD basis

Properties
- LUMO level (alpha / beta): -2.95 / -6.16 eV
- ⟨S²⟩: 0.753
- Gap between HOMO and LUMO (alpha / beta): 6.32 / 3.11 eV
- ΔE to the lowest compared entry with this formula, charge and spin: 0.576 eV
- E_HOMO (alpha / beta): -9.270 / -9.269 eV

```
! wB97M-V def2-TZVPD RIJCOSX def2/J DEFGRID3
* xyz 1 2
Pb -0.50 -0.19 -2.05
Se -0.27 -0.47 5.37
P 1.05 0.51 4.03
C 2.75 -0.08 4.29
C 3.82 0.79 4.50
C 5.07 0.28 4.79
C 5.27 -1.08 4.86
C 4.21 -1.95 4.67
C 2.95 -1.45 4.40
C 1.06 2.31 4.25
C 0.67 3.18 3.24
C 0.65 4.54 3.49
C 1.03 5.03 4.73
C 1.41 4.16 5.74
C 1.42 2.80 5.51
C 0.47 0.23 2.36
C 0.91 -0.11 1.08
N -0.22 -0.15 0.32
N -1.25 0.15 1.08
N -0.87 0.38 2.29
P 2.46 -0.49 0.27
Se 2.51 0.29 -1.73
C 2.61 -2.31 0.34
C 2.01 -3.02 1.38
C 2.11 -4.39 1.41
C 2.81 -5.07 0.42
C 3.42 -4.36 -0.60
C 3.32 -2.98 -0.64
C 3.87 0.21 1.16
C 3.88 1.58 1.44
C 5.05 2.17 1.87
C 6.20 1.42 2.02
C 6.18 0.06 1.77
C 5.02 -0.55 1.34
H 3.66 1.86 4.43
H 5.89 0.96 4.97
H 6.25 -1.48 5.08
H 4.35 -3.02 4.75
H 2.10 -2.12 4.31
H 0.37 2.79 2.28
H 0.33 5.22 2.71
H 1.01 6.10 4.91
H 1.68 4.55 6.71
H 1.70 2.11 6.29
H 1.48 -2.48 2.16
H 1.64 -4.95 2.21
H 2.88 -6.14 0.44
H 3.99 -4.88 -1.36
H 3.77 -2.41 -1.45
H 2.97 2.16 1.30
H 5.07 3.23 2.08
H 7.11 1.89 2.36
H 7.08 -0.53 1.90
H 4.99 -1.62 1.14
C -0.92 -3.38 -3.10
N -1.60 -3.61 -1.84
C -0.97 -4.59 -0.99
C -2.53 -2.75 -1.37
N -2.51 -1.48 -1.76
C -3.64 -0.69 -1.82
C -4.91 -1.25 -2.04
C -6.05 -0.49 -1.94
C -5.96 0.85 -1.57
C -4.72 1.45 -1.49
C -3.54 0.73 -1.73
N -2.33 1.36 -1.85
C -2.20 2.58 -2.40
N -1.14 3.34 -2.03
C -0.24 3.89 -3.03
C -0.50 3.10 -0.76
N -3.05 3.11 -3.29
C -3.12 4.53 -3.56
C -3.95 2.35 -4.12
N -3.40 -3.24 -0.46
C -4.06 -2.41 0.52
C -3.91 -4.60 -0.54
H -0.81 -4.33 -3.62
H 0.08 -2.97 -2.96
H -1.50 -2.71 -3.73
H 0.10 -4.37 -0.90
H -1.07 -5.60 -1.40
H -1.39 -4.57 0.01
H -4.97 -2.30 -2.30
H -7.02 -0.94 -2.10
H -6.85 1.42 -1.38
H -4.64 2.50 -1.26
H -0.67 3.80 -4.03
H 0.70 3.33 -3.03
H -0.01 4.94 -2.82
H -1.21 2.66 -0.07
H -0.15 4.06 -0.37
H 0.36 2.43 -0.85
H -2.55 5.09 -2.82
H -4.17 4.83 -3.50
H -2.75 4.76 -4.56
H -3.76 1.28 -4.03
H -3.80 2.64 -5.16
H -4.99 2.54 -3.85
H -3.51 -1.49 0.66
H -4.09 -2.96 1.47
H -5.09 -2.18 0.23
H -3.60 -5.07 -1.46
H -5.00 -4.56 -0.52
H -3.59 -5.21 0.31
F -1.87 0.21 -4.32
As -1.14 0.21 -6.01
F -2.77 -0.04 -6.56
F -1.39 1.95 -6.02
F -0.46 0.17 -7.57
F 0.41 0.50 -5.19
F -0.92 -1.51 -5.75
*
```

Formula: C42H48F3N4O3P4RbS2
Source: the Open Molecules 2025 dataset
Level of theory: the ωB97M-V functional and the def2-TZVPD basis

Properties
- LUMO level: 3.36 eV
- Gap between HOMO and LUMO: 4.91 eV
- ΔE to the lowest compared entry with this formula, charge and spin: 0.623 eV
- E_HOMO: -1.550 eV

```
! wB97M-V def2-TZVPD RIJCOSX def2/J DEFGRID3
* xyz -2 1
Rb -0.16 0.21 0.06
S -0.14 -1.07 3.44
P 1.66 -1.62 2.73
C 1.78 -1.75 1.06
P 3.22 -1.77 0.23
S 3.26 -0.70 -1.50
C 4.79 -1.36 1.14
C 5.29 -0.06 1.13
C 6.42 0.27 1.87
C 7.09 -0.70 2.60
C 6.61 -2.01 2.60
C 5.46 -2.32 1.89
C 3.67 -3.48 -0.40
C 2.65 -4.42 -0.50
C 2.88 -5.67 -1.05
C 4.15 -6.01 -1.51
C 5.18 -5.09 -1.40
C 4.93 -3.83 -0.86
C 2.84 -0.40 3.48
C 2.67 0.94 3.11
C 3.47 1.94 3.64
C 4.46 1.62 4.57
C 4.64 0.29 4.94
C 3.83 -0.71 4.40
C 2.09 -3.17 3.69
C 1.76 -3.31 5.04
C 2.09 -4.47 5.73
C 2.74 -5.52 5.09
C 3.05 -5.40 3.74
C 2.73 -4.23 3.06
H 4.77 0.69 0.55
H 6.78 1.29 1.87
H 7.98 -0.45 3.17
H 7.12 -2.78 3.17
H 5.09 -3.34 1.92
H 1.68 -4.14 -0.10
H 2.07 -6.39 -1.12
H 4.33 -6.99 -1.93
H 6.17 -5.34 -1.75
H 5.74 -3.10 -0.81
H 1.90 1.21 2.39
H 3.32 2.96 3.34
H 5.09 2.39 4.99
H 5.42 0.03 5.64
H 4.00 -1.74 4.69
H 1.23 -2.51 5.52
H 1.83 -4.56 6.78
H 2.98 -6.43 5.63
H 3.54 -6.21 3.22
H 2.95 -4.14 2.00
C -4.78 -1.87 -2.67
N -4.13 -2.09 -1.39
C -4.77 -1.38 -0.29
P -2.50 -2.35 -1.24
O -1.86 -1.63 -0.14
O -1.92 -1.99 -2.73
P -1.52 -0.51 -3.26
O -1.75 0.58 -2.31
N -2.54 -0.35 -4.57
C -2.35 -1.27 -5.67
C -2.93 0.99 -4.97
N 0.01 -0.76 -3.78
C 0.85 0.43 -3.97
C 0.74 -2.03 -3.78
N -2.23 -3.97 -1.15
C -2.85 -4.87 -2.09
C -0.91 -4.38 -0.66
H -5.82 -2.20 -2.60
H -4.30 -2.43 -3.47
H -4.77 -0.81 -2.95
H -5.77 -1.80 -0.12
H -4.87 -0.32 -0.52
H -4.19 -1.47 0.63
H -2.07 -2.26 -5.31
H -1.56 -0.93 -6.36
H -3.28 -1.38 -6.24
H -2.95 1.65 -4.11
H -3.94 0.97 -5.41
H -2.25 1.41 -5.72
H 0.27 1.34 -3.81
H 1.24 0.45 -4.99
H 1.67 0.42 -3.26
H 0.08 -2.86 -3.54
H 1.56 -1.99 -3.05
H 1.16 -2.20 -4.78
H -3.85 -4.54 -2.35
H -2.93 -5.87 -1.65
H -2.26 -4.97 -3.02
H -0.49 -3.62 -0.01
H -0.22 -4.56 -1.49
H -1.02 -5.31 -0.09
F -1.39 7.69 -5.92
C -0.21 7.65 -5.25
F 0.70 7.27 -6.18
F 0.09 8.92 -4.93
C -0.25 6.74 -4.07
C 0.03 7.20 -2.79
C 0.00 6.33 -1.71
C -0.31 4.97 -1.87
C -0.59 4.53 -3.18
C -0.56 5.40 -4.25
C -0.33 4.07 -0.77
C -0.37 3.21 0.13
H 0.28 8.24 -2.64
H 0.23 6.69 -0.72
H -0.84 3.49 -3.32
H -0.78 5.03 -5.25
*
```